1.
{
  "formula": "C12H7NO5S",
  "method": "ωB97M-V/def2-TZVPD",
  "smiles": "O=C(c1ccoc1)N1C(=O)c2ccccc2S1(=O)=O",
  "homo_ev": -9.23,
  "homo_lumo_gap_ev": 8.51,
  "molar_mass_da": 277.26,
  "energy_ev": -35117.835,
  "largest_force_ev_per_a": 6.34,
  "species": ["O", "C", "C", "C", "C", "O", "C", "N", "C", "O", "C", "C", "C", "C", "C", "C", "S", "O", "O", "H", "H", "H", "H", "H", "H", "H"],
  "coordinates": [[0.085, -2.520, -1.595], [0.635, -1.714, -0.859], [2.005, -2.038, -0.552], [2.772, -1.901, 0.685], [4.004, -2.448, 0.379], [4.043, -2.869, -0.922], [2.806, -2.636, -1.517], [-0.081, -0.803, -0.152], [-1.446, -0.686, -0.115], [-2.291, -1.588, -0.157], [-1.971, 0.678, 0.170], [-3.307, 1.076, 0.252], [-3.609, 2.413, 0.502], [-2.563, 3.321, 0.708], [-1.234, 2.951, 0.581], [-0.951, 1.600, 0.326], [0.581, 0.738, -0.023], [1.532, 0.876, 1.091], [1.124, 1.284, -1.278], [2.493, -1.499, 1.673], [4.826, -2.542, 1.089], [2.531, -2.834, -2.548], [-4.081, 0.329, 0.093], [-4.651, 2.804, 0.561], [-2.820, 4.352, 0.904], [-0.433, 3.656, 0.704]],
  "atomic_forces_ev_per_a": [[-0.60, 1.42, -0.12], [0.02, -5.00, -1.54], [2.05, 0.61, 0.38], [0.98, -0.63, -0.88], [-2.14, 0.88, 0.46], [-0.62, -0.10, -0.77], [0.24, 1.07, 2.96], [-0.03, 2.79, 0.67], [-5.65, -2.29, 0.54], [2.57, 1.05, -0.31], [1.07, 0.98, -0.02], [-0.37, -0.28, -0.12], [-0.09, -0.06, 0.19], [-0.07, -0.06, -0.38], [0.54, -0.84, 0.12], [-0.69, -0.59, -0.25], [3.90, 4.96, 0.57], [-1.98, -1.08, -1.26], [-1.40, -1.83, 1.35], [0.03, -0.24, -0.95], [0.11, -0.32, -0.96], [0.80, -0.27, 0.27], [0.12, 0.16, 0.06], [0.91, -0.65, -0.08], [0.15, 0.08, 0.06], [0.16, 0.26, 0.02]],
  "mulliken_charge": [-0.524, 0.225, 0.645, -0.293, -0.362, -0.353, -0.698, 0.213, 0.298, -0.568, 0.240, -0.421, -0.491, -0.382, -0.659, 0.319, 1.136, -0.623, -0.623, 0.405, 0.407, 0.436, 0.489, 0.343, 0.385, 0.455]
}

***

2.
{
  "formula": "C3H5NO",
  "method": "ωB97M-V/def2-TZVPD",
  "e_above_lowest_kj_mol": 55.9,
  "smiles": "N#CCCO",
  "homo_ev": -11.07,
  "homo_lumo_gap_ev": 11.72,
  "molar_mass_da": 71.08,
  "energy_ev": -6728.993,
  "largest_force_ev_per_a": 1.13,
  "species": ["N", "C", "C", "C", "O", "H", "H", "H", "H", "H"],
  "coordinates": [[-2.454, 1.243, 0.917], [-1.596, 0.853, 0.246], [-0.472, 0.368, -0.557], [0.451, -0.544, 0.256], [1.672, -0.616, -0.447], [-0.848, -0.150, -1.445], [0.115, 1.226, -0.900], [-0.008, -1.537, 0.365], [0.581, -0.125, 1.262], [2.378, -0.790, 0.184]],
  "atomic_forces_ev_per_a": [[0.81, -0.41, -0.67], [-0.75, 0.33, 0.58], [0.03, 0.02, -0.05], [-0.35, 0.03, 0.20], [0.24, -0.06, 0.08], [0.05, 0.08, 0.12], [-0.11, -0.07, 0.06], [0.09, 0.16, -0.01], [0.03, -0.02, -0.18], [-0.04, -0.05, -0.14]],
  "mulliken_charge": [-0.381, 0.205, -0.301, -0.424, -0.500, 0.249, 0.254, 0.258, 0.334, 0.306]
}

***

3.
{
  "formula": "C2H3NO3S",
  "method": "ωB97M-V/def2-TZVPD",
  "e_above_lowest_kj_mol": 558.3,
  "homo_ev": -8.94,
  "homo_lumo_gap_ev": 7.12,
  "molar_mass_da": 121.12,
  "energy_ev": -20584.420,
  "largest_force_ev_per_a": 4.12,
  "species": ["C", "C", "N", "O", "O", "O", "S", "H", "H", "H"],
  "coordinates": [[-1.510, 0.188, 1.056], [-0.719, -0.691, 0.350], [0.611, 1.318, -1.057], [-0.854, 1.283, 1.272], [1.182, 0.765, -2.000], [1.828, -0.868, -0.017], [0.731, 0.361, 0.458], [-2.465, -0.204, 1.293], [-0.943, -1.421, -0.442], [2.140, -0.730, -0.914]],
  "atomic_forces_ev_per_a": [[2.15, -1.11, -2.09], [0.04, 1.00, -0.42], [1.37, -1.72, -3.48], [-1.45, 0.63, 0.66], [-1.59, 1.94, 3.08], [-0.64, 1.12, 0.25], [0.85, -2.94, 0.62], [-1.36, 0.84, 1.12], [0.50, 0.17, 0.86], [0.11, 0.06, -0.60]],
  "mulliken_charge": [0.116, -0.426, 0.240, -0.537, -0.323, -0.522, 0.396, 0.371, 0.339, 0.345]
}

***

4.
{
  "formula": "C3H11N2",
  "method": "ωB97M-V/def2-TZVPD",
  "e_above_lowest_kj_mol": 149.6,
  "smiles": "C[C@@H]([NH3+])CN",
  "homo_ev": -13.62,
  "homo_lumo_gap_ev": 9.97,
  "total_charge": 1,
  "molar_mass_da": 75.13,
  "energy_ev": -6262.031,
  "largest_force_ev_per_a": 6.12,
  "species": ["C", "C", "N", "C", "N", "H", "H", "H", "H", "H", "H", "H", "H", "H", "H", "H"],
  "coordinates": [[1.767, 0.043, -0.118], [0.309, 0.316, -0.193], [-0.240, 0.619, -1.596], [-0.546, -0.847, 0.494], [-1.350, -0.108, 1.528], [2.065, -0.956, -0.541], [1.966, -0.215, 0.929], [2.603, 0.665, -0.428], [0.090, 1.241, 0.349], [-0.871, 1.323, -1.544], [-0.571, -0.176, -2.019], [0.496, 0.922, -2.365], [-1.146, -1.367, -0.226], [0.201, -1.577, 0.970], [-2.090, -0.726, 1.907], [-0.798, 0.214, 2.345]],
  "atomic_forces_ev_per_a": [[1.82, -2.83, 0.13], [-0.42, 0.03, 0.45], [5.99, -0.06, -1.23], [1.98, 1.80, 2.03], [-0.55, -1.28, -0.09], [-0.67, 0.68, -0.17], [-0.08, 0.53, 0.09], [-0.71, 0.95, -0.22], [-0.08, -0.23, -0.07], [-2.97, 2.59, 0.09], [-1.75, -2.52, -1.02], [-1.28, -0.31, 2.29], [-0.61, -0.24, -0.15], [-1.08, 0.84, -0.89], [0.64, 0.58, -0.29], [-0.24, -0.52, -0.95]],
  "mulliken_charge": [-1.480, 0.328, -0.307, -0.576, -0.616, 0.393, 0.381, 0.400, 0.210, 0.333, 0.353, 0.385, 0.412, 0.303, 0.246, 0.235]
}

***

5.
{
  "formula": "C3H9NO",
  "method": "ωB97M-V/def2-TZVPD",
  "e_above_lowest_kj_mol": 112.2,
  "smiles": "C[C@@H](O)CN",
  "homo_ev": -9.31,
  "homo_lumo_gap_ev": 10.10,
  "molar_mass_da": 75.11,
  "energy_ev": -6793.893,
  "largest_force_ev_per_a": 1.01,
  "species": ["C", "C", "O", "C", "N", "H", "H", "H", "H", "H", "H", "H", "H", "H"],
  "coordinates": [[-0.683, -1.275, -0.838], [0.330, -0.424, -0.060], [1.167, 0.297, -0.966], [-0.359, 0.542, 0.947], [-0.024, 1.958, 0.775], [-0.763, -2.278, -0.429], [-0.411, -1.374, -1.882], [-1.725, -0.953, -0.791], [0.926, -1.104, 0.534], [1.878, -0.314, -1.205], [-0.017, 0.265, 1.936], [-1.440, 0.440, 0.912], [0.271, 2.083, -0.189], [0.852, 2.136, 1.256]],
  "atomic_forces_ev_per_a": [[-0.48, -0.43, 0.21], [-0.97, -0.13, -0.23], [0.29, -0.30, 0.25], [0.57, 0.49, -0.14], [0.52, -0.03, -0.25], [0.32, -0.32, 0.11], [0.15, 0.05, -0.18], [0.15, 0.62, -0.08], [0.48, -0.17, 0.06], [-0.17, 0.35, -0.11], [-0.25, -0.14, 0.32], [-0.11, -0.18, -0.08], [-0.37, 0.16, -0.09], [-0.13, 0.04, 0.22]],
  "mulliken_charge": [-1.200, 0.465, -0.592, -0.635, -0.698, 0.321, 0.322, 0.293, 0.252, 0.322, 0.292, 0.301, 0.294, 0.265]
}

***

6.
{
  "formula": "C8H26N4O5Zn",
  "method": "ωB97M-V/def2-TZVPD",
  "e_above_lowest_kj_mol": 0.0,
  "homo_ev": [-6.98, -6.98],
  "homo_lumo_gap_ev": [7.19, 7.19],
  "molar_mass_da": 323.71,
  "energy_ev": -73329.393,
  "largest_force_ev_per_a": 3.79,
  "species": ["O", "H", "Zn", "N", "N", "O", "O", "C", "C", "C", "C", "H", "H", "H", "H", "H", "H", "H", "H", "O", "H", "H", "C", "H", "H", "H", "O", "H", "H", "N", "C", "C", "C", "N", "H", "H", "H", "H", "H", "H", "H", "H", "H", "H"],
  "coordinates": [[4.216, 0.238, -1.918], [4.175, 1.236, -1.831], [0.668, 0.640, 0.294], [-1.407, 0.103, -0.521], [0.768, -0.516, -1.829], [-2.570, 0.049, 0.323], [1.748, -1.138, -2.292], [-1.612, -0.409, -1.736], [-0.446, -0.841, -2.435], [-2.999, -0.541, -2.348], [-0.559, -1.584, -3.734], [-3.663, 0.328, -2.144], [-3.531, -1.484, -2.094], [-2.876, -0.566, -3.442], [0.438, -1.981, -3.918], [-0.821, -0.871, -4.530], [-1.294, -2.411, -3.754], [-3.241, -0.389, -0.255], [3.231, 0.140, -1.685], [0.238, -2.438, 0.850], [-0.569, -2.991, 0.869], [0.625, -2.612, -0.024], [0.549, 2.591, 0.330], [0.952, 3.158, 1.183], [0.003, 3.241, -0.348], [1.411, 2.554, -0.331], [-4.278, 2.056, -1.281], [-3.643, 2.110, -0.551], [-4.192, 2.940, -1.675], [2.306, -0.443, 1.331], [2.136, -0.883, 2.737], [1.684, 0.267, 3.595], [0.283, 0.812, 3.355], [-0.338, 0.271, 2.128], [3.114, 0.183, 1.292], [2.604, -1.253, 0.780], [1.401, -1.678, 2.795], [3.078, -1.242, 3.156], [1.734, -0.035, 4.647], [2.365, 1.121, 3.490], [-0.357, 0.547, 4.205], [0.314, 1.904, 3.219], [-1.306, 0.575, 1.992], [-0.338, -0.759, 2.102]],
  "atomic_forces_ev_per_a": [[-2.50, 2.44, 1.23], [0.95, -1.41, -0.38], [-1.39, -0.60, -0.13], [-0.95, -1.62, -1.27], [-3.34, -1.64, -0.73], [-0.39, 0.18, -1.27], [1.60, 0.29, 0.03], [0.01, 1.35, 2.22], [1.50, 1.21, 0.89], [-0.17, -0.32, -0.51], [0.38, 0.10, 0.10], [0.63, -0.62, 0.17], [0.36, 0.44, 0.02], [-0.03, -0.08, 0.39], [-0.08, -0.10, -0.30], [0.09, -0.29, -0.02], [0.34, 0.42, 0.21], [0.30, 0.53, 0.92], [1.67, -1.14, -0.96], [-0.52, -0.76, -0.24], [0.60, 0.43, -0.06], [-0.15, 0.18, 0.11], [1.28, 0.74, -0.58], [-0.38, -0.07, -0.10], [-0.95, -0.01, 0.41], [1.28, 0.43, -0.36], [0.24, 0.95, 0.17], [-0.06, -0.36, 0.01], [-0.22, -0.38, -0.04], [0.63, -0.36, -0.47], [-0.02, 0.45, 0.06], [0.19, 0.81, 0.65], [-1.13, -0.15, -0.56], [-0.23, -1.03, 0.31], [-0.17, -0.08, 0.03], [-0.16, 0.24, -0.02], [0.10, -0.22, -0.27], [0.02, -0.20, -0.18], [0.20, -0.01, -0.17], [0.25, -0.31, -0.02], [0.11, 0.36, 0.03], [-0.11, -0.39, 0.25], [0.49, -0.05, 0.16], [-0.23, 0.63, 0.28]],
  "mulliken_charge": [-0.652, 0.334, 0.692, 0.794, 0.370, -0.653, -0.748, 0.653, -0.247, -1.729, -1.523, 0.478, 0.366, 0.357, 0.386, 0.318, 0.328, 0.326, 0.256, -0.563, 0.266, 0.224, -1.067, 0.365, 0.463, 0.022, -0.647, 0.323, 0.313, -0.617, -0.870, -0.432, -0.689, -0.375, 0.259, 0.238, 0.324, 0.461, 0.344, 0.260, 0.428, 0.332, 0.232, 0.300]
}

***

7.
{
  "formula": "C3H4NO3",
  "method": "ωB97M-V/def2-TZVPD",
  "e_above_lowest_kj_mol": 314.9,
  "smiles": "[O-][C@@]1(O)C=NCO1",
  "homo_ev": -3.86,
  "homo_lumo_gap_ev": 8.21,
  "total_charge": -1,
  "molar_mass_da": 102.07,
  "energy_ev": -10807.923,
  "largest_force_ev_per_a": 5.05,
  "species": ["O", "C", "O", "C", "N", "C", "O", "H", "H", "H", "H"],
  "coordinates": [[1.539, 0.599, -1.085], [0.931, 0.120, -0.061], [1.865, -0.572, 0.818], [-0.164, 1.094, 0.497], [-1.372, 0.770, 0.285], [-1.433, -0.528, -0.179], [-0.103, -1.055, -0.375], [2.423, -0.923, 0.105], [0.136, 2.080, 0.668], [-1.837, -0.525, -1.128], [-1.986, -1.059, 0.456]],
  "atomic_forces_ev_per_a": [[-0.74, -0.13, 0.51], [-0.44, -0.73, -0.90], [-0.80, 0.58, -0.01], [0.65, -1.91, -1.07], [0.55, 2.76, 1.26], [4.61, -0.13, -2.05], [-0.49, 0.53, 0.67], [0.15, 0.16, 0.34], [0.27, 1.55, 0.79], [-1.56, 0.06, -2.17], [-2.19, -2.72, 2.62]],
  "mulliken_charge": [-0.817, 0.892, -0.544, -0.477, -0.532, -0.300, -0.444, 0.265, 0.376, 0.273, 0.307]
}

***

8.
{
  "formula": "C4H9N3O",
  "method": "ωB97M-V/def2-TZVPD",
  "e_above_lowest_kj_mol": 258.7,
  "smiles": "CN[C@@](C)(O)N=C=N",
  "homo_ev": -9.05,
  "homo_lumo_gap_ev": 9.77,
  "molar_mass_da": 115.14,
  "energy_ev": -10809.780,
  "largest_force_ev_per_a": 3.23,
  "species": ["C", "N", "C", "C", "O", "N", "C", "N", "H", "H", "H", "H", "H", "H", "H", "H", "H"],
  "coordinates": [[0.053, 1.576, 0.760], [-0.394, 0.771, -0.367], [-0.574, -0.817, -0.326], [-0.610, -1.393, 1.079], [-1.700, -1.215, -1.009], [0.610, -1.095, -1.048], [1.379, -0.097, -1.110], [2.559, 0.255, -1.204], [0.139, 2.616, 0.444], [1.042, 1.227, 1.055], [-0.612, 1.529, 1.628], [-1.277, 1.134, -0.714], [-0.609, -2.477, 0.993], [0.267, -1.093, 1.644], [-1.522, -1.079, 1.585], [-1.548, -1.037, -1.947], [2.798, 1.197, -1.462]],
  "atomic_forces_ev_per_a": [[-0.21, -0.57, 0.47], [-1.62, -0.13, 0.13], [1.16, 2.14, 0.50], [-0.14, 0.04, -0.37], [-0.34, 0.41, -0.07], [0.74, -0.41, -0.50], [1.09, -2.97, -0.64], [-0.96, 1.21, 0.59], [-0.01, -0.08, -0.06], [0.06, 0.13, 0.16], [0.03, 0.05, 0.08], [0.07, 0.18, -0.06], [-0.01, -0.02, 0.02], [0.00, 0.09, 0.01], [0.01, 0.01, 0.07], [0.06, -0.15, 0.07], [0.08, 0.08, -0.39]],
  "mulliken_charge": [-0.941, -0.356, 1.127, -1.450, -0.554, -0.650, 0.453, -0.522, 0.331, 0.344, 0.304, 0.262, 0.396, 0.296, 0.330, 0.373, 0.256]
}